1.
{"formula": "C32H56N3OP2Tc", "method": "ωB97M-V/def2-TZVPD", "species": ["C", "C", "C", "C", "C", "H", "H", "H", "N", "P", "P", "C", "H", "H", "C", "H", "C", "C", "C", "C", "C", "H", "H", "H", "C", "H", "H", "H", "C", "H", "H", "H", "C", "H", "H", "H", "C", "H", "H", "H", "C", "H", "H", "H", "C", "H", "H", "H", "C", "H", "H", "H", "C", "H", "H", "H", "C", "H", "H", "H", "C", "H", "H", "H", "C", "H", "H", "H", "Tc", "C", "O", "N", "C", "C", "C", "C", "C", "H", "H", "H", "H", "H", "H", "H", "H", "H", "C", "C", "C", "N", "H", "H", "H", "H", "H"], "xyz": [[2.298, -1.292, -1.820], [1.644, 0.764, -2.745], [3.210, -1.506, -2.840], [2.293, 0.373, -3.951], [3.109, -0.748, -4.013], [3.898, -2.322, -2.757], [2.180, 1.096, -4.740], [3.739, -0.943, -4.855], [1.486, -0.229, -1.785], [0.515, -2.204, 0.132], [0.462, 2.453, -0.842], [2.165, -2.313, -0.700], [2.290, -3.319, -1.144], [2.940, -2.148, 0.085], [1.183, 2.083, -2.475], [1.220, 2.731, -3.355], [-1.376, 3.222, -0.624], [1.807, 3.764, -0.684], [-0.496, -3.430, -0.942], [0.823, -3.060, 1.790], [-2.417, 2.298, 0.029], [-2.088, 1.908, 0.997], [-3.330, 2.894, 0.198], [-2.709, 1.461, -0.614], [-1.378, 4.482, 0.245], [-0.956, 4.265, 1.232], [-0.866, 5.342, -0.196], [-2.427, 4.771, 0.401], [-1.823, 3.463, -2.066], [-2.824, 3.934, -2.091], [-1.141, 4.121, -2.622], [-1.870, 2.493, -2.581], [1.826, 4.194, 0.784], [1.843, 3.313, 1.449], [2.756, 4.760, 0.956], [0.973, 4.831, 1.068], [3.189, 3.231, -1.062], [3.386, 2.259, -0.603], [3.329, 3.152, -2.144], [3.949, 3.928, -0.692], [1.432, 4.909, -1.639], [1.413, 4.545, -2.686], [0.461, 5.384, -1.405], [2.203, 5.712, -1.562], [-0.547, -3.477, 2.335], [-0.419, -3.854, 3.360], [-1.217, -2.604, 2.375], [-1.015, -4.278, 1.753], [1.448, -2.082, 2.790], [2.410, -1.683, 2.450], [0.766, -1.256, 3.021], [1.633, -2.640, 3.720], [1.798, -4.250, 1.693], [2.771, -3.952, 1.275], [1.970, -4.610, 2.720], [1.418, -5.103, 1.122], [-0.268, -3.115, -2.421], [0.757, -3.332, -2.736], [-0.920, -3.753, -3.033], [-0.504, -2.075, -2.653], [-1.987, -3.311, -0.602], [-2.343, -2.285, -0.732], [-2.545, -3.956, -1.302], [-2.213, -3.645, 0.419], [-0.099, -4.904, -0.726], [0.966, -5.093, -0.921], [-0.370, -5.280, 0.270], [-0.676, -5.511, -1.446], [0.261, 0.174, -0.019], [1.793, 0.555, 0.967], [2.772, 0.781, 1.589], [-2.196, -0.274, -1.737], [-2.826, -0.446, -2.734], [-2.906, -0.035, -4.242], [-1.968, 1.140, -4.641], [-2.301, -1.216, -4.980], [-4.364, 0.303, -4.507], [-2.180, 2.105, -4.171], [-0.889, 0.941, -4.472], [-2.076, 1.321, -5.725], [-2.502, -2.219, -4.587], [-2.482, -1.239, -6.054], [-1.218, -1.128, -4.878], [-4.600, 0.642, -5.515], [-5.070, -0.492, -4.235], [-4.707, 1.149, -3.891], [-1.144, 0.757, 5.043], [-1.993, 0.138, 3.926], [-1.261, -0.045, 2.670], [-0.769, 0.110, 1.618], [-0.230, 0.175, 5.202], [-1.688, 0.782, 5.992], [-0.864, 1.784, 4.793], [-2.350, -0.857, 4.231], [-2.892, 0.742, 3.725]], "s_squared": 3.81, "spin_multiplicity": 4, "gap_ev": [7.2, 6.0], "de_lowest_ev": 1.324, "total_charge": 3}



2.
{"formula": "C7H8N2O4", "method": "ωB97M-V/def2-TZVPD", "species": ["O", "C", "C", "C", "C", "C", "C", "N", "O", "O", "H", "H", "H", "H", "H", "H", "H", "N", "C", "O", "H"], "xyz": [[-1.843, 0.318, -1.479], [-0.716, -0.245, -1.050], [-0.565, -1.622, -1.284], [0.581, -2.258, -0.734], [1.570, -1.601, -0.029], [1.388, -0.252, 0.203], [0.238, 0.414, -0.244], [0.002, 1.778, 0.075], [0.770, 2.267, 1.078], [0.422, 2.542, -1.133], [-2.130, 1.080, -1.074], [-1.260, -1.999, -1.987], [0.717, -3.380, -0.689], [2.438, -2.199, 0.406], [2.120, 0.348, 0.763], [1.801, 2.197, 0.817], [-0.364, 3.075, -1.576], [-1.133, 0.378, 2.505], [-1.462, -0.513, 1.747], [-2.140, -1.405, 1.365], [-0.435, 1.077, 2.318]], "smiles": "Oc1ccccc1N(O)O.N=C=O", "gap_ev": 9.3, "de_lowest_ev": 4.393}



3.
{"formula": "C19H14FeN2O3", "method": "ωB97M-V/def2-TZVPD", "species": ["C", "C", "N", "C", "C", "C", "C", "C", "N", "C", "C", "H", "H", "H", "H", "H", "O", "C", "Fe", "C", "O", "C", "O", "C", "C", "C", "C", "C", "C", "C", "H", "H", "H", "H", "H", "H", "H", "H", "H"], "xyz": [[2.390, -0.727, -0.628], [3.190, -1.907, -0.828], [3.771, -2.901, -1.058], [1.255, -1.039, 0.267], [1.113, -0.335, 1.461], [0.072, -0.656, 2.320], [-0.848, -1.649, 1.954], [-1.980, -1.938, 2.784], [-2.947, -2.136, 3.415], [-0.685, -2.369, 0.769], [0.371, -2.073, -0.092], [2.989, 0.100, -0.231], [1.849, 0.447, 1.690], [-0.011, -0.149, 3.282], [-1.367, -3.185, 0.530], [0.523, -2.632, -1.015], [1.822, 6.014, -1.207], [1.776, 5.049, -1.864], [1.775, 3.339, -2.023], [0.334, 2.846, -0.931], [-0.387, 2.259, -0.226], [2.630, 3.076, -0.512], [3.014, 2.730, 0.544], [3.503, 3.049, -2.901], [4.392, 1.817, -2.940], [3.685, 0.422, -3.062], [2.266, 0.365, -2.631], [1.322, 1.284, -2.995], [1.412, 2.368, -3.964], [2.495, 3.228, -3.952], [4.119, 3.928, -2.643], [5.059, 1.935, -3.819], [5.069, 1.804, -2.067], [3.728, 0.159, -4.145], [4.334, -0.334, -2.563], [1.886, -0.403, -1.814], [0.293, 0.997, -2.724], [0.559, 2.491, -4.641], [2.570, 4.092, -4.626]], "s_squared": 6.14, "spin_multiplicity": 5, "gap_ev": [3.1, 6.3], "de_lowest_ev": 1.537, "total_charge": -2}



4.
{"formula": "C2H6N4OS", "method": "ωB97M-V/def2-TZVPD", "species": ["H", "N", "C", "N", "N", "C", "S", "N", "O", "H", "H", "H", "H", "H"], "xyz": [[-2.819, -0.324, 0.108], [-2.790, 0.667, -0.249], [-1.600, 1.047, -0.315], [-0.458, 0.270, 0.005], [-0.743, -1.037, 0.420], [0.803, 0.795, 0.031], [1.178, 2.399, 0.007], [1.842, -0.133, 0.193], [1.784, -1.262, -0.657], [-1.345, 2.076, -0.680], [-0.276, -1.675, -0.210], [-0.352, -1.175, 1.353], [2.740, 0.336, 0.064], [2.037, -1.985, -0.069]], "smiles": "[H]/N=C\\N(N)C(=S)NO", "gap_ev": 9.0, "de_lowest_ev": 3.550}